DFT (ωB97M-V with the def2-TZVPD basis set) results for a cluster of 3 separate species, C6H19NO2 in total in a non-equilibrium geometry.

## Properties
- HOMO level: -9.55 eV
- Energy relative to the best compared isomer or geometry (same formula, charge and spin): 75.7 kJ/mol
- Net charge: 0
- Structure (SMILES): CC(C)C[C@H](C)N.O.O
- Frontier orbital gap: 0.370 Ha

Structure (XYZ):
```
28
Properties=species:S:1:pos:R:3:forces:R:3:nbo_charge:R:1
C -1.706 -0.686 1.757 0.8 -1.5 0.7 -0.620
C -0.924 0.390 1.033 -2.6 1.3 0.3 -0.238
C -1.837 1.664 1.085 -0.8 -1.3 -1.7 -0.594
C -0.685 0.010 -0.421 0.8 -1.5 -0.5 -0.414
C 0.013 -1.398 -0.611 -0.5 1.8 0.5 -0.030
C 1.144 -1.584 0.411 -0.4 -0.6 -1.1 -0.628
N 0.563 -1.370 -1.970 1.0 -0.8 -0.1 -0.866
H -1.917 -0.384 2.784 -0.8 0.3 -0.2 0.212
H -1.068 -1.543 1.981 0.1 -0.3 -0.3 0.194
H -2.551 -1.143 1.188 0.3 0.9 0.5 0.211
H -0.095 0.777 1.640 0.6 -1.0 -0.6 0.208
H -2.835 1.406 0.628 0.8 0.3 0.4 0.191
H -1.356 2.355 0.403 -0.1 0.8 0.3 0.215
H -2.046 2.024 2.085 0.4 0.2 0.1 0.204
H -0.023 0.753 -0.910 -0.7 -0.3 0.1 0.237
H -1.622 -0.231 -1.003 0.4 1.4 0.7 0.202
H -0.788 -2.162 -0.494 0.7 0.1 0.1 0.169
H 0.757 -1.526 1.426 0.4 0.3 -0.1 0.220
H 1.993 -0.926 0.183 -0.4 0.1 0.3 0.213
H 1.480 -2.598 0.249 0.5 -0.5 0.2 0.201
H 1.275 -2.092 -2.058 -0.1 0.0 0.0 0.362
H -0.084 -1.560 -2.724 -0.4 0.1 0.2 0.374
O 1.714 2.468 0.245 0.6 0.0 -0.2 -0.930
H 2.055 2.287 1.126 -0.2 -0.1 0.2 0.469
H 2.536 2.607 -0.249 -0.3 0.1 0.0 0.466
O 2.027 0.948 -2.978 0.0 -0.5 0.1 -0.970
H 2.319 1.406 -2.190 0.0 0.2 0.1 0.450
H 1.659 0.108 -2.616 -0.1 0.4 -0.2 0.491
```
Forces are in eV/Å.

=====

DFT (ωB97M-V with the def2-TZVPD basis set) results for the molecule C8H17NO4 in a non-equilibrium geometry.

## Properties
- HOMO level: -9.17 eV
- Energy relative to the best compared isomer or geometry (same formula, charge and spin): 0.0 kJ/mol
- Net charge: 0
- Structure (SMILES): CCO[C@H]1CN[C@@H](CO)[C@@H](O)[C@@H]1O
- Frontier orbital gap: 0.361 Ha

Structure (XYZ):
```
30
Properties=species:S:1:pos:R:3:forces:R:3:nbo_charge:R:1
C 2.733 -1.779 0.272 1.1 0.5 -2.0 -0.639
C 2.869 -0.255 -0.048 -2.2 -0.7 -1.2 -0.060
O 1.660 0.386 0.430 -0.2 0.3 -1.7 -0.600
C 0.829 1.048 -0.556 -1.8 0.1 1.7 0.083
C 0.074 0.103 -1.526 1.3 -0.6 0.7 -0.266
N -0.844 -0.791 -0.886 0.2 -1.0 3.3 -0.633
C -1.740 0.060 -0.011 -0.4 -2.6 -0.7 -0.117
C -2.776 -0.871 0.602 -0.8 0.7 -2.0 -0.073
O -3.430 -1.580 -0.440 1.1 -0.6 -0.1 -0.712
C -1.106 0.891 1.053 -0.4 0.8 -0.2 0.040
O -0.330 0.155 1.923 -5.5 0.6 4.1 -0.709
C -0.245 1.944 0.370 1.8 -3.2 -1.9 0.046
O -1.060 2.662 -0.594 1.7 0.8 2.2 -0.709
H 3.757 -2.237 0.022 -1.5 0.2 1.1 0.222
H 1.999 -2.274 -0.419 0.6 0.7 0.3 0.207
H 2.281 -1.912 1.248 0.8 -0.2 0.4 0.226
H 3.042 -0.039 -1.138 -0.4 -0.5 0.8 0.174
H 3.592 0.325 0.436 1.8 0.0 1.1 0.189
H 1.380 1.731 -1.154 0.8 0.8 -0.4 0.179
H -0.488 0.715 -2.216 0.1 0.2 -0.5 0.218
H 0.778 -0.595 -2.010 0.1 0.8 -0.5 0.202
H -0.283 -1.463 -0.244 -1.1 1.4 -1.2 0.345
H -2.208 0.608 -0.790 -0.8 1.2 -0.2 0.222
H -2.319 -1.548 1.235 1.2 -1.4 1.6 0.162
H -3.569 -0.420 1.129 -0.6 1.2 0.8 0.182
H -2.610 -1.962 -0.805 -0.9 -0.3 -1.0 0.472
H -1.991 1.222 1.628 0.7 0.8 -0.1 0.191
H 0.422 -0.048 1.528 5.6 -1.5 -2.7 0.475
H 0.476 2.435 1.087 -1.3 0.5 -0.8 0.203
H -0.894 3.489 -0.127 -0.9 1.0 -1.0 0.480
```
Forces are in eV/Å.

=====

DFT (ωB97M-V with the def2-TZVPD basis set) results for a structure of composition C34H57N4OOsP2 in a non-equilibrium geometry.

## Properties
- Expectation value of S²: 6.08
- HOMO level (spin up / spin down): -15.21 / -17.72 eV
- Energy relative to the best compared isomer or geometry (same formula, charge and spin): 0.0 kJ/mol
- Net charge: +3
- Multiplicity: 5
- Frontier orbital gap (spin up / spin down): 0.218 / 0.185 Ha

Structure (XYZ):
```
99
Properties=species:S:1:pos:R:3:forces:R:3:lowdin_spin:R:1
C -2.100 -2.035 0.469 0.3 0.1 0.2 0.036
C -1.354 -1.671 -1.756 0.2 -0.6 0.8 0.034
C -3.238 -2.686 0.006 0.2 0.1 -0.1 0.143
C -2.592 -2.167 -2.238 0.8 0.3 -0.3 0.141
C -3.512 -2.687 -1.361 -0.4 0.0 0.4 0.009
H -3.846 -3.181 0.750 -0.3 0.1 -0.2 0.006
H -2.708 -2.197 -3.322 -0.2 -0.1 0.3 0.005
H -4.449 -3.088 -1.718 0.0 -0.2 -0.1 -0.002
N -1.177 -1.539 -0.371 -0.5 -0.2 -0.7 0.135
P -0.887 -0.299 2.230 -2.2 -0.6 2.0 0.068
P 1.389 -1.225 -1.771 -0.3 -0.6 -2.9 0.116
C -1.820 -1.875 1.945 -0.2 -0.3 -0.5 0.017
H -2.744 -1.907 2.533 0.2 0.1 -0.2 0.001
H -1.206 -2.720 2.290 0.0 0.2 -0.1 0.000
C -0.219 -1.545 -2.570 -0.8 0.5 0.3 0.454
H -0.366 -1.880 -3.602 0.4 0.5 0.3 0.014
C 2.222 0.198 -2.723 0.1 0.2 -0.1 0.041
C 2.159 -2.865 -2.376 0.5 -0.2 0.2 0.023
C -2.409 0.909 2.435 0.4 0.2 -0.1 0.018
C -0.219 -0.656 3.990 0.4 0.2 -0.1 0.012
C 2.193 1.436 -1.816 -0.1 0.2 0.0 0.027
H 2.866 1.288 -0.960 -0.1 0.2 -0.2 0.001
H 2.551 2.310 -2.380 -0.1 -0.2 0.1 0.001
H 1.184 1.663 -1.442 0.2 0.0 -0.1 0.020
C 3.701 -0.090 -3.030 0.0 0.1 -0.1 0.004
H 4.248 -0.367 -2.120 0.0 0.1 -0.3 0.001
H 3.834 -0.861 -3.794 0.1 0.4 0.4 0.000
H 4.151 0.834 -3.426 -0.1 -0.2 0.1 0.002
C 1.474 0.486 -4.038 0.0 0.0 -0.1 0.013
H 2.014 1.283 -4.579 -0.2 -0.2 0.3 0.002
H 1.443 -0.383 -4.711 0.0 0.2 0.3 0.000
H 0.447 0.826 -3.846 0.3 -0.1 -0.1 0.006
C 3.547 -3.055 -1.733 0.1 0.1 0.0 0.005
H 3.482 -3.011 -0.634 0.1 -0.1 -0.2 0.001
H 3.911 -4.057 -2.009 0.0 0.3 0.2 0.002
H 4.279 -2.308 -2.078 -0.3 -0.5 0.1 0.000
C 1.254 -4.039 -1.971 -0.1 0.0 0.2 0.011
H 1.056 -4.074 -0.897 0.0 -0.1 -0.2 0.001
H 0.298 -4.005 -2.506 0.2 -0.2 0.1 0.005
H 1.778 -4.970 -2.246 -0.3 0.3 0.1 0.000
C 2.272 -2.946 -3.919 0.2 0.2 0.1 0.001
H 1.315 -2.760 -4.422 0.3 -0.1 0.1 0.000
H 3.037 -2.281 -4.333 -0.4 -0.3 0.0 0.000
H 2.586 -3.973 -4.164 -0.2 0.3 0.1 0.000
C 0.168 0.686 4.625 0.0 0.0 0.4 0.001
H 0.679 0.488 5.581 -0.1 0.1 -0.3 0.001
H 0.855 1.248 3.972 -0.2 -0.1 0.4 0.001
H -0.704 1.314 4.842 0.3 -0.2 0.0 0.000
C 1.050 -1.512 3.896 0.2 -0.1 0.0 0.006
H 0.853 -2.510 3.484 0.1 0.3 0.1 0.002
H 1.832 -1.021 3.301 -0.1 -0.2 0.2 0.002
H 1.446 -1.664 4.914 -0.1 0.1 -0.3 0.000
C -1.203 -1.429 4.887 -0.1 0.1 0.1 0.002
H -1.587 -2.333 4.401 0.1 0.2 0.3 0.000
H -0.652 -1.747 5.785 -0.1 0.1 -0.2 0.001
H -2.044 -0.820 5.224 0.3 -0.3 -0.1 0.000
C -3.297 0.803 1.184 0.0 -0.1 -0.2 0.004
H -3.829 -0.160 1.132 0.2 0.3 0.0 0.001
H -4.070 1.589 1.231 0.3 -0.2 0.0 0.000
H -2.721 0.958 0.258 -0.2 -0.1 0.2 0.003
C -1.929 2.356 2.586 0.1 0.3 -0.1 0.008
H -1.591 2.774 1.635 -0.2 -0.1 0.2 0.001
H -2.778 2.964 2.933 0.3 -0.1 -0.1 0.001
H -1.128 2.462 3.324 -0.3 0.0 -0.1 0.002
C -3.268 0.605 3.677 0.0 -0.1 0.0 0.003
H -3.621 -0.433 3.729 0.1 0.3 0.1 0.000
H -2.755 0.882 4.608 -0.3 -0.2 -0.3 0.000
H -4.162 1.247 3.615 0.3 -0.2 -0.1 0.001
Os 0.574 -0.726 0.407 -0.7 3.0 -0.4 1.355
C 1.205 -2.344 0.965 2.6 -6.4 2.4 0.065
O 1.622 -3.401 1.311 -1.5 3.8 -1.3 0.011
N -0.780 2.881 -0.403 -1.8 0.2 -1.2 0.018
C -1.648 3.072 -1.162 2.0 -0.3 0.7 0.007
C -2.520 3.288 -2.349 -0.5 0.1 0.1 0.001
C -2.160 2.143 -3.304 0.5 -0.4 0.1 0.000
C -3.984 3.260 -1.911 -0.1 0.1 0.5 0.000
C -2.172 4.673 -2.885 0.7 0.4 0.1 0.000
H -1.144 2.308 -3.701 -0.4 -0.1 0.1 0.000
H -2.180 1.183 -2.748 0.0 0.4 -0.4 0.000
H -2.844 2.059 -4.149 -0.1 0.2 0.1 0.000
H -4.116 4.016 -1.124 -0.2 -0.3 -0.1 0.000
H -4.686 3.507 -2.714 0.4 -0.1 0.0 0.000
H -4.224 2.270 -1.523 -0.2 0.1 0.1 0.000
H -2.821 5.018 -3.687 -0.2 -0.3 0.0 0.000
H -2.229 5.405 -2.068 0.0 -0.1 -0.3 0.000
H -1.151 4.650 -3.276 0.0 0.2 0.1 0.000
N 1.044 2.462 1.715 2.0 -0.4 0.0 0.378
C 2.158 1.698 1.822 -1.8 0.2 -0.3 0.077
C 3.295 2.251 2.444 0.5 0.4 0.2 0.200
C 4.497 1.569 2.408 0.0 -0.2 0.0 0.001
C 4.519 0.331 1.763 1.0 0.5 0.3 0.189
C 3.364 -0.197 1.206 -1.8 0.5 -0.1 0.137
N 2.158 0.428 1.305 1.4 -0.8 -1.0 0.101
H 1.111 3.426 2.047 -0.1 -0.3 0.0 0.006
H 0.337 2.326 0.980 -0.5 -0.2 -0.3 0.022
H 3.193 3.252 2.863 0.2 -0.2 0.0 0.006
H 5.396 1.997 2.845 -0.2 -0.1 0.0 -0.003
H 5.432 -0.246 1.676 0.0 0.1 0.0 0.007
H 3.370 -1.136 0.638 0.1 0.4 0.6 0.006
```
Forces are in eV/Å.

=====

DFT (ωB97M-V with the def2-TZVPD basis set) results for a structure of composition C32H34Br2N6NiO5S.

## Properties
- HOMO level: -7.79 eV
- Net charge: 0
- Frontier orbital gap: 0.260 Ha

Structure (XYZ):
```
81
Properties=species:S:1:pos:R:3:forces:R:3:mulliken_charge:R:1
Ni -1.341 -0.913 1.749 -0.5 -0.2 0.0 -0.459
Br -3.473 3.603 2.017 0.0 0.0 0.0 -0.175
C -2.693 2.527 3.357 0.0 0.0 -0.1 0.109
C -2.643 2.994 4.681 0.0 0.0 0.0 -0.435
C -2.080 2.241 5.673 0.0 0.1 0.0 -0.084
Br -2.027 2.925 7.439 0.0 0.0 0.0 -0.237
C -1.534 0.967 5.388 0.0 0.0 0.0 0.895
C -0.899 0.102 6.307 0.0 0.0 0.0 -0.710
C -0.400 -1.093 5.872 0.0 0.0 0.0 -1.149
C -0.525 -1.461 4.521 0.0 -0.1 0.0 0.246
N -1.113 -0.677 3.645 0.0 0.1 0.0 0.504
C -1.615 0.523 4.060 0.1 0.1 -0.1 0.816
C -2.190 1.289 3.007 0.0 0.0 0.0 -0.465
O -2.189 0.767 1.815 0.2 0.0 0.0 -0.883
H -3.055 3.967 4.910 0.0 0.0 0.0 0.434
H -0.810 0.397 7.343 0.0 0.0 0.0 0.352
H 0.091 -1.773 6.554 0.0 0.0 0.0 0.452
H -0.151 -2.410 4.161 0.0 0.0 0.0 0.308
C 1.027 2.777 1.100 0.0 -0.1 0.0 -1.056
C 1.763 1.740 1.959 -0.2 0.4 0.1 0.171
C 2.785 1.005 1.140 0.1 0.0 0.0 0.090
C 3.958 1.682 0.818 0.0 0.0 0.0 -0.573
C 4.902 1.121 -0.018 0.0 0.0 0.0 -1.027
C 4.645 -0.117 -0.588 0.0 0.1 0.0 -0.955
C 3.491 -0.831 -0.292 -0.1 0.0 0.0 0.711
C 3.202 -2.070 -1.120 0.0 0.0 0.0 -0.920
C 1.950 -1.910 -1.984 0.1 0.0 0.1 -0.002
C 2.583 -0.287 0.646 0.0 -0.1 0.1 -0.046
N 1.432 -1.001 1.084 0.0 -0.1 -0.3 0.419
C 1.624 -2.185 1.531 -0.2 0.1 0.0 -0.578
C 0.554 -3.086 1.893 -0.2 0.2 0.1 0.231
C 0.643 -4.427 2.262 0.1 0.0 0.0 -0.756
C -0.665 -4.872 2.496 0.0 0.0 0.0 -0.978
C -1.495 -3.783 2.267 -0.1 0.1 0.0 -0.916
N -0.772 -2.704 1.899 0.6 0.1 -0.1 0.601
H 0.261 3.292 1.680 0.0 0.0 0.0 0.371
H 0.529 2.276 0.265 0.0 0.0 0.0 0.089
H 1.710 3.521 0.687 0.0 0.0 0.0 0.411
H 1.003 1.099 2.391 0.1 -0.4 0.1 -0.604
H 2.268 2.245 2.787 0.0 0.0 0.0 0.480
H 4.121 2.669 1.237 0.0 0.0 0.0 0.459
H 5.816 1.652 -0.250 0.0 0.0 0.0 0.393
H 5.347 -0.533 -1.301 0.0 0.0 0.0 0.377
H 3.115 -2.976 -0.521 -0.1 0.0 0.1 0.296
H 4.059 -2.229 -1.777 0.0 0.0 0.0 0.522
H 1.068 -1.771 -1.361 0.2 0.1 0.0 -0.654
H 1.794 -2.792 -2.608 0.0 0.0 0.0 0.456
H 2.049 -1.040 -2.637 0.0 0.0 0.0 0.342
H 2.638 -2.567 1.661 0.1 -0.1 0.0 0.723
H 1.552 -5.005 2.331 0.0 0.0 0.0 0.578
H -0.978 -5.862 2.786 0.0 0.0 0.0 0.485
H -2.570 -3.727 2.354 0.0 0.0 0.0 0.492
C -0.223 3.831 -6.649 0.0 0.0 0.0 -1.261
C 0.085 2.613 -5.789 -0.1 0.0 0.0 -0.462
S -1.437 1.927 -5.174 0.0 0.0 0.0 1.296
O -2.039 2.875 -4.268 0.0 0.0 0.0 -0.675
O -2.204 1.422 -6.284 0.0 0.0 0.0 -0.691
C -0.914 0.534 -4.190 0.0 0.0 0.0 -0.474
C -2.162 -0.159 -3.643 0.0 0.0 0.0 -1.697
N -1.870 -0.835 -2.383 0.1 0.0 0.0 0.361
C -2.059 -0.282 -1.164 0.1 0.0 0.0 1.220
N -1.631 -1.112 -0.202 0.1 0.0 -0.1 -0.171
C -1.161 -2.232 -0.833 -0.3 0.0 0.1 -1.071
C -1.296 -2.069 -2.170 -0.2 -0.1 0.0 0.833
N -0.854 -2.963 -3.191 -0.1 0.0 0.0 1.080
O -0.875 -2.567 -4.348 0.0 0.0 0.0 -0.651
O -0.467 -4.054 -2.833 0.0 0.0 0.0 -0.598
C -2.666 1.068 -1.032 0.0 0.0 0.1 -0.896
H 0.704 4.253 -7.033 0.0 0.0 0.0 0.384
H -0.737 4.593 -6.065 0.0 0.0 0.0 0.343
H -0.854 3.554 -7.492 0.0 0.0 0.0 0.342
H 0.687 2.865 -4.915 0.0 0.0 0.0 0.379
H 0.573 1.819 -6.356 0.0 0.0 0.0 0.384
H -0.305 0.938 -3.379 0.0 0.0 0.0 0.378
H -0.321 -0.139 -4.807 0.0 0.0 0.0 0.607
H -2.545 -0.878 -4.358 0.0 0.0 0.0 0.245
H -2.940 0.573 -3.438 0.0 0.0 0.0 0.713
H -0.751 -3.073 -0.308 0.0 0.0 0.0 0.477
H -3.721 1.031 -1.319 0.0 0.0 0.0 0.437
H -2.170 1.785 -1.689 0.0 0.0 0.0 0.337
H -2.606 1.401 -0.004 0.0 0.0 0.0 -0.321
```
Forces are in eV/Å.

=====

In the order shown, the computed energy values come out to -12114.862, -18248.949, -65209.461, -244876.533 eV.